A 10-piece molecular cluster, C24H71N7O15 overall at a distorted geometry, computed with wB97M-V/def2-TZVPD.

Values from the calculation:
**LUMO**: -0.00174 Eh
**HOMO energy**: -9.05 eV
**Gap between HOMO and LUMO**: 9.003 eV
**Net charge**: 0
**Structure (SMILES)**: COC[C@H](C)N.COC[C@H](C)N.COC[C@H](C)N.NC(N)=O.NC(N)=O.OCCO.OCCO.OCCO.OCCO.OCCO

Atoms and positions in Å:
C 5.46383 3.78961 0.72466
C 4.41926 4.44716 -0.12852
C 4.99506 5.79668 -0.67946
O 5.52296 6.75789 0.24510
C 4.63445 7.51418 1.09552
N 3.95673 3.48212 -1.19932
H 6.41593 4.28549 0.53579
H 5.33030 2.70790 0.71187
H 5.15430 4.12269 1.71529
H 3.54326 4.62202 0.49608
H 4.20922 6.29662 -1.24569
H 5.72226 5.45780 -1.41733
H 5.22793 7.83061 1.95327
H 3.71325 6.97054 1.30516
H 4.48406 8.43954 0.53947
H 3.42274 4.03590 -1.85376
H 4.77250 3.17332 -1.70849
C -5.07506 0.93642 -2.31335
C -5.70824 -0.24163 -3.02213
C -4.93587 -0.44240 -4.29983
O -5.68295 -1.49027 -4.93954
C -5.52692 -1.51463 -6.33595
N -5.56582 -1.37819 -2.19046
H -4.00596 0.84656 -2.12086
H -5.64019 1.11018 -1.39763
H -5.38534 1.78370 -2.92486
H -6.75069 -0.01659 -3.24747
H -3.90033 -0.73656 -4.12889
H -4.99689 0.43269 -4.94680
H -4.48678 -1.32246 -6.59920
H -6.25702 -0.94485 -6.91077
H -5.64360 -2.54797 -6.66260
H -4.58176 -1.57000 -2.06831
H -5.77944 -2.15192 -2.80350
C -1.33975 -6.04200 -2.94107
C -1.61903 -6.17289 -1.45371
C -0.68129 -7.23733 -0.81852
O -1.24776 -7.65535 0.45692
C -0.31648 -7.34174 1.49131
N -1.38929 -4.79964 -0.98345
H -2.03991 -5.31240 -3.34797
H -1.54036 -6.96805 -3.47984
H -0.28558 -5.77709 -3.02254
H -2.62532 -6.55664 -1.28578
H 0.36729 -6.94406 -0.86923
H -0.61323 -8.21026 -1.30522
H -0.80814 -7.62139 2.42307
H -0.01692 -6.29491 1.54145
H 0.51002 -8.04632 1.39869
H -1.13151 -4.60776 -0.02594
H -0.56010 -4.50470 -1.47899
C -0.74026 5.70047 -3.02347
C -0.29510 5.98296 -4.50883
O 1.09498 5.79621 -4.52630
O -0.30373 6.79061 -2.19765
H -0.21576 4.87213 -2.54716
H -1.76106 5.32437 -2.95543
H -0.63647 6.94744 -4.88478
H -0.62769 5.16039 -5.14197
H 1.56465 6.21011 -5.25408
H 0.55362 7.05354 -2.54035
C 1.26247 0.91403 7.10829
C 2.51556 1.44738 6.40928
O 3.61226 0.94708 7.07048
O 0.99860 1.67068 8.35875
H 1.35533 -0.13030 7.40641
H 0.37773 0.96767 6.47390
H 2.50587 2.53652 6.45146
H 2.45446 1.23980 5.34097
H 3.71104 1.41458 7.90312
H 0.65039 2.51351 8.05878
C 1.10490 -1.88512 -6.81745
C 2.28093 -1.81194 -5.75288
O 3.25446 -2.81321 -6.01007
O 1.46987 -1.08797 -7.96285
H 0.34654 -1.22871 -6.39073
H 0.59155 -2.84028 -6.92816
H 1.90969 -2.07200 -4.76159
H 2.61171 -0.77934 -5.86413
H 3.74072 -2.73191 -6.83381
H 2.39313 -1.26473 -8.15769
C 4.95519 -2.96740 3.00842
C 5.14093 -4.07971 1.96317
O 4.30727 -3.86627 0.80435
O 4.05490 -3.26436 4.06213
H 4.56554 -2.09627 2.48173
H 5.91286 -2.71200 3.46199
H 4.98647 -5.08559 2.35363
H 6.19685 -4.21311 1.72793
H 4.91806 -3.89633 0.06434
H 4.25045 -2.69865 4.81269
C -3.73517 4.49071 3.94048
C -2.61914 4.94285 2.90391
O -1.36941 4.40325 3.30390
O -4.00169 5.60691 4.77784
H -3.35343 3.67131 4.54953
H -4.70223 4.32441 3.46589
H -2.66667 5.99121 2.60931
H -2.76030 4.35484 1.99705
H -1.36962 3.46751 3.08950
H -4.38098 5.29776 5.60377
C -4.34784 -4.25950 4.61196
O -4.40923 -5.43408 4.51974
N -3.54084 -3.61098 5.42985
N -4.96180 -3.44231 3.73557
H -3.72058 -2.64344 5.65715
H -3.04013 -4.17215 6.10399
H -4.59722 -2.53592 3.47936
H -5.36002 -3.99742 2.99167
C -0.11807 -0.52488 1.93067
O -1.10720 0.19444 2.12037
N 0.71253 -0.35237 0.92542
N 0.14075 -1.63446 2.54078
H 0.54390 0.50000 0.41050
H 1.51813 -0.95601 0.84337
H -0.61590 -2.00269 3.09934
H 1.06543 -2.03295 2.61997